A molecular structure, C26H21BCl3N11O2STa, computed with ωB97M-V/def2-TZVPD.

```
66
Properties=species:S:1:pos:R:3:nbo_charge:R:1
Ta 0.7716 0.1413 -0.5382 2.221
N 2.0924 -0.5576 -4.7240 -0.769
C 1.9310 -0.0003 -3.5153 0.303
S 2.3124 -0.9911 -2.1066 -0.104
N 1.4959 1.2108 -3.3980 -0.385
N 1.4544 1.5955 -2.0527 -0.407
C 1.9112 2.7922 -1.8598 0.197
C 2.0400 3.4624 -0.5987 -0.223
C 2.3695 4.8258 -0.5574 -0.118
C 2.5168 5.4644 0.6541 -0.212
C 2.3584 4.7489 1.8422 -0.120
C 2.0561 3.3973 1.8302 -0.274
C 1.8940 2.7703 0.6071 0.399
O 1.6338 1.4482 0.5309 -0.734
H 2.5367 -1.4526 -4.8231 0.420
H 1.9892 0.0224 -5.5421 0.428
H 2.2153 3.3246 -2.7578 0.241
H 2.5003 5.3672 -1.4862 0.236
H 2.7615 6.5164 0.6861 0.247
H 2.4810 5.2542 2.7908 0.244
H 1.9452 2.8320 2.7450 0.240
C -1.7418 -3.0688 -2.2305 -0.319
C -0.6006 -2.2969 -2.2390 0.036
N -0.7165 -1.2659 -1.3705 -0.454
N -1.9522 -1.3870 -0.8096 -0.319
C -2.5717 -2.4582 -1.3027 0.069
B -2.5060 -0.3940 0.2518 0.924
N -2.2355 1.0312 -0.3090 -0.315
C -3.0893 2.0513 -0.3925 0.058
C -2.4592 3.1185 -1.0067 -0.309
C -1.1861 2.6633 -1.2716 0.033
N -1.0307 1.3929 -0.8392 -0.415
N -1.6453 -0.5138 1.5243 -0.313
C -1.9022 -0.7474 2.8170 0.054
C -0.7367 -0.5484 3.5406 -0.318
C 0.2057 -0.1728 2.6001 0.008
N -0.3468 -0.1514 1.3798 -0.416
N -3.9687 -0.6324 0.4400 -0.416
C -4.9535 -0.4685 -0.4934 -0.055
C -6.0920 -1.0462 -0.0081 -0.320
C -5.7123 -1.5618 1.2498 -0.020
N -4.4419 -1.3315 1.5072 -0.292
H -1.9488 -3.9436 -2.8206 0.262
H 0.2927 -2.4211 -2.8215 0.240
H -3.5628 -2.7207 -0.9691 0.258
H -4.0927 1.9574 -0.0124 0.259
H -2.8748 4.0830 -1.2371 0.264
H -0.3932 3.1863 -1.7650 0.230
H -2.8943 -1.0355 3.1172 0.284
H -0.6044 -0.6492 4.6030 0.259
H 1.2461 0.0798 2.7285 0.231
H -4.7673 0.0331 -1.4300 0.228
H -7.0594 -1.0867 -0.4768 0.253
H -6.3171 -2.0916 1.9681 0.230
Cl 5.2691 -5.3225 2.7569 0.190
C 4.1809 -4.2261 2.0812 0.072
C 2.9262 -4.6857 1.6438 -0.247
C 2.0498 -3.7980 1.0962 -0.061
Cl 0.5125 -4.2829 0.5503 0.127
C 2.3927 -2.3976 0.9508 0.487
O 1.5459 -1.6228 0.4273 -0.652
C 3.6858 -1.9734 1.4387 -0.082
Cl 4.0837 -0.3164 1.3370 0.123
C 4.5548 -2.8692 1.9815 -0.233
H 2.6679 -5.7303 1.7458 0.274
H 5.5231 -2.5511 2.3416 0.273
```

Results
expectation value of S²: 0.77
DFT total energy: -98411.2938 eV
net charge: +2
multiplicity: 2
HOMO-LUMO gap (spin up / spin down): 7.2 / 5.4 eV
largest force on an atom: 0.788 eV/A

7 unconnected molecules or ions with the total composition C62H84BN6O16, computed with ωB97M-V/def2-TZVPD.

```
169
Properties=species:S:1:pos:R:3:lowdin_charge:R:1
C 4.7441 2.3158 0.7564 -0.114
C 5.9688 1.4823 0.3790 -0.265
C 5.9968 0.0833 1.0186 -0.214
C 5.7319 -1.0824 0.0485 -0.210
C 4.8186 -2.1925 0.5913 -0.214
C 5.2142 -3.5961 0.1258 -0.228
C 4.6658 -4.7273 0.9886 -0.231
C 3.1586 -4.9404 0.8321 -0.202
C 2.5296 -5.8008 1.9410 -0.201
C 1.6860 -6.9705 1.4193 -0.222
C 0.6103 -7.4216 2.4066 -0.220
C -0.6381 -6.5316 2.5038 -0.212
C -1.3272 -6.1795 1.1791 -0.188
C -2.0461 -4.8185 1.1783 -0.172
C -3.4443 -4.8153 0.5462 -0.099
C -3.5342 -4.0407 -0.7988 -0.438
C -4.4438 -4.8255 -1.7777 -0.092
C -3.7553 -6.0273 -2.4246 -0.239
O -3.8911 -6.0572 -3.8508 -0.086
O -2.2783 -3.8484 -1.3797 -0.038
B -2.2667 -2.5351 -2.1349 -0.648
C -2.0705 -2.7374 -3.7525 -0.152
C -3.1518 -2.0119 -4.5748 -0.132
O -3.6345 -1.9719 -1.8324 -0.098
C -4.1182 -2.6144 -0.6831 -0.287
C -3.7484 -1.8034 0.5674 -0.110
C -4.8247 -0.7678 0.8962 -0.177
C -4.3837 0.3509 1.8472 -0.165
C -4.4465 0.0257 3.3460 -0.230
O -4.0617 -1.2927 3.6955 -0.192
C -5.0923 -2.2392 3.8675 -0.116
H 4.8837 2.7741 1.7365 0.051
H 4.6072 3.1340 0.0458 0.068
H 3.8301 1.7188 0.7598 0.078
H 6.0166 1.3732 -0.7084 0.094
H 6.8610 2.0450 0.6643 0.097
H 5.2688 0.0498 1.8346 0.102
H 6.9786 -0.0743 1.4718 0.101
H 6.6882 -1.5358 -0.2272 0.100
H 5.3104 -0.6839 -0.8790 0.106
H 3.7966 -1.9753 0.2714 0.112
H 4.8278 -2.1762 1.6869 0.110
H 6.3077 -3.6531 0.1234 0.101
H 4.8972 -3.7480 -0.9121 0.118
H 4.9019 -4.5220 2.0391 0.108
H 5.1749 -5.6584 0.7210 0.110
H 2.6573 -3.9719 0.7802 0.109
H 2.9942 -5.4436 -0.1252 0.111
H 3.3339 -6.2246 2.5527 0.104
H 1.9329 -5.1785 2.6125 0.108
H 1.2613 -6.7231 0.4460 0.091
H 2.3557 -7.8177 1.2386 0.109
H 0.3084 -8.4511 2.1912 0.104
H 1.0766 -7.4525 3.3990 0.105
H -0.4048 -5.6186 3.0605 0.098
H -1.3592 -7.0753 3.1234 0.106
H -2.0558 -6.9605 0.9403 0.105
H -0.5976 -6.1848 0.3692 0.095
H -1.4492 -4.1068 0.6062 0.114
H -2.0959 -4.4419 2.2060 0.102
H -3.7810 -5.8434 0.3769 0.103
H -4.1682 -4.3858 1.2433 0.096
H -4.7392 -4.1201 -2.5620 0.124
H -5.3532 -5.1479 -1.2588 0.118
H -4.1977 -6.9635 -2.0765 0.108
H -2.6952 -6.0252 -2.1579 0.115
H -3.8037 -5.1436 -4.1519 0.054
H -1.3755 -1.7960 -1.6562 0.096
H -1.0823 -2.3799 -4.0593 0.069
H -2.0737 -3.8100 -3.9820 0.072
H -3.8545 -2.7155 -5.0403 0.068
H -3.7249 -1.3403 -3.9411 0.022
H -2.7483 -1.4212 -5.4031 0.043
H -5.2203 -2.6650 -0.7593 0.155
H -3.5608 -2.4340 1.4352 0.088
H -2.8121 -1.2867 0.3403 0.127
H -5.7095 -1.2701 1.3052 0.113
H -5.1257 -0.3099 -0.0521 0.083
H -5.0133 1.2330 1.6892 0.105
H -3.3640 0.6462 1.5826 0.111
H -3.7674 0.6865 3.8939 0.114
H -5.4559 0.2267 3.7318 0.112
H -6.0782 -1.7890 3.7196 0.084
H -5.0443 -2.6553 4.8786 0.082
H -4.9795 -3.0572 3.1504 0.072
C -5.8895 -0.2534 -4.2049 -0.051
C -5.6813 -0.0064 -2.8526 -0.024
C -6.3880 1.0047 -2.2202 0.006
C -7.2799 1.7533 -2.9713 -0.154
C -7.4842 1.5405 -4.3237 -0.011
C -6.7791 0.5190 -4.9399 -0.073
N -8.0368 2.8299 -2.3081 -0.357
O -7.8339 3.0268 -1.1248 0.060
O -8.8308 3.4670 -2.9778 0.052
H -5.3229 -1.0348 -4.6905 0.080
H -4.9474 -0.5832 -2.2988 0.085
H -6.2443 1.2229 -1.1725 0.103
H -8.1690 2.1697 -4.8716 0.113
H -6.9143 0.3446 -5.9980 0.096
C -0.5452 5.9699 2.0085 -0.063
C -0.3270 5.0271 3.0029 -0.064
C 0.9648 4.6313 3.3165 -0.011
C 2.0126 5.2140 2.6294 -0.147
C 1.8238 6.1566 1.6330 -0.007
C 0.5269 6.5280 1.3207 -0.067
N 3.3927 4.8419 2.9958 -0.352
O 3.5427 4.0020 3.8622 0.065
O 4.3046 5.4071 2.4225 0.061
H -1.5556 6.2755 1.7705 0.109
H -1.1590 4.6009 3.5460 0.111
H 1.1530 3.9020 4.0889 0.116
H 2.6762 6.5816 1.1250 0.116
H 0.3535 7.2609 0.5442 0.106
C 2.1484 9.1179 7.7123 -0.064
C 0.7986 9.2655 8.0055 -0.069
C -0.1098 8.2865 7.6313 -0.007
C 0.3726 7.1690 6.9759 -0.144
C 1.7103 7.0026 6.6657 0.009
C 2.6051 7.9945 7.0351 -0.058
N -0.5733 6.1067 6.5832 -0.338
O -1.7584 6.2931 6.7735 0.080
O -0.0986 5.1055 6.0837 0.060
H 2.8515 9.8842 8.0119 0.108
H 0.4479 10.1452 8.5284 0.105
H -1.1647 8.3742 7.8444 0.117
H 2.0363 6.1145 6.1438 0.117
H 3.6505 7.8702 6.7972 0.081
C -2.2490 0.1461 -10.9013 -0.071
C -3.4312 0.8759 -10.8969 -0.074
C -4.0366 1.2160 -9.6964 -0.008
C -3.4259 0.8169 -8.5226 -0.140
C -2.2586 0.0763 -8.4996 0.009
C -1.6680 -0.2634 -9.7075 -0.055
N -4.0319 1.2030 -7.2314 -0.333
O -5.1170 1.7569 -7.2434 0.062
O -3.4234 0.9225 -6.2238 0.089
H -1.7819 -0.1159 -11.8420 0.105
H -3.8851 1.1841 -11.8295 0.103
H -4.9527 1.7862 -9.6587 0.116
H -1.8333 -0.2252 -7.5530 0.116
H -0.7554 -0.8417 -9.7065 0.075
C 4.4464 0.3968 -7.0546 -0.071
C 3.0672 0.5411 -7.1259 -0.057
C 2.3107 -0.3577 -7.8613 0.007
C 2.9660 -1.3888 -8.5094 -0.141
C 4.3376 -1.5555 -8.4553 -0.005
C 5.0796 -0.6459 -7.7187 -0.068
N 2.1656 -2.3668 -9.2741 -0.340
O 0.9639 -2.1851 -9.3273 0.058
O 2.7479 -3.2954 -9.7946 0.084
H 5.0304 1.0973 -6.4723 0.106
H 2.5744 1.3483 -6.6015 0.111
H 1.2363 -0.2725 -7.9244 0.113
H 4.8006 -2.3808 -8.9749 0.118
H 6.1538 -0.7576 -7.6581 0.106
C 7.6658 2.8157 9.2099 -0.071
C 7.5708 3.3430 7.9288 -0.060
C 6.8864 4.5287 7.7125 0.004
C 6.3111 5.1580 8.8015 -0.144
C 6.3862 4.6534 10.0870 -0.004
C 7.0746 3.4671 10.2848 -0.067
N 5.5792 6.4195 8.5808 -0.336
O 5.5158 6.8394 7.4407 0.059
O 5.0777 6.9655 9.5432 0.080
H 8.2010 1.8892 9.3712 0.107
H 8.0259 2.8301 7.0926 0.110
H 6.7895 4.9572 6.7263 0.122
H 5.9134 5.1805 10.9019 0.118
H 7.1459 3.0505 11.2804 0.107
```

Results
DFT total energy: -108019.7521 eV
net charge: -1
HOMO-LUMO gap: 4.9 eV
largest force on an atom: 0.386 eV/A

A molecular structure, C5H9NO, computed with ωB97M-V/def2-TZVPD.

```
16
Properties=species:S:1:pos:R:3:nbo_charge:R:1
C -0.7191 -0.5892 -1.9038 -0.595
C -0.0217 -0.1171 -0.6518 -0.353
C -0.0737 1.3618 -0.3723 -0.609
C 0.0436 -0.1308 2.3963 0.021
N 1.0738 -0.3736 1.7086 -0.546
C 0.7536 -1.0639 -0.1046 0.678
O 1.2536 -2.1448 -0.1332 -0.581
H -0.1721 -0.3053 -2.8120 0.198
H -1.7199 -0.1448 -1.9649 0.201
H -0.8321 -1.6772 -1.9027 0.222
H 0.2742 1.9131 -1.2573 0.208
H 0.5566 1.6805 0.4599 0.209
H -1.0941 1.7205 -0.1676 0.198
H 0.0679 0.2454 3.4185 0.172
H -0.9196 -0.2695 1.8997 0.197
H 1.9847 -0.2918 2.1520 0.380
```

Results
DFT total energy: -8866.1563 eV
HOMO-LUMO gap: 7.9 eV
largest force on an atom: 0.505 eV/A

A molecular structure, C4H6O2 at a distorted geometry, computed with ωB97M-V/def2-TZVPD.

```
12
Properties=species:S:1:pos:R:3:nbo_charge:R:1
O -1.3643 2.1121 0.0085 -0.504
C -0.3350 1.7172 0.4970 0.431
C 0.0082 0.2647 0.5449 -0.017
C -0.5538 -0.6098 -0.5385 -0.439
C 1.0516 -1.1714 -0.3728 -0.144
O 1.3941 0.0602 0.2416 -0.522
H 0.4301 2.3892 0.9300 0.120
H -0.2532 -0.1775 1.5169 0.194
H -0.8120 -0.0489 -1.4667 0.218
H -1.3299 -1.3424 -0.3413 0.219
H 0.7105 -1.2126 -1.3865 0.259
H 1.0106 -1.9761 0.3580 0.185
```

Results
DFT total energy: -8336.1304 eV
HOMO-LUMO gap: 10.2 eV
largest force on an atom: 3.621 eV/A